# C44H38ClO14PSi2

C44H38ClO14PSi2 as an isolated structure (wB97M-V/def2-TZVPD, OMol25).

Structure (XYZ):
```
100
Properties=species:S:1:pos:R:3:forces:R:3
O -3.978925 1.566797 3.405419 -0.103 0.143 -0.111
P -3.206452 2.574297 2.369281 0.932 -0.132 0.272
Cl -3.614397 1.812491 0.490374 -0.277 0.119 -0.003
Si -4.497284 4.406735 2.488489 -0.987 -0.384 -0.742
O -6.101953 4.104782 2.163784 0.441 0.621 0.835
Si -7.350798 4.807930 3.032427 -0.077 -0.677 -0.549
C -8.493374 3.441138 3.592941 0.012 0.413 -0.045
C -9.969118 3.894722 3.676970 0.100 -0.149 -0.258
C -10.738807 3.452198 2.458025 -0.012 0.077 0.185
C -11.034678 2.096287 2.300655 -0.099 0.465 -0.345
C -11.714197 1.659010 1.173611 0.290 0.412 0.337
C -12.095865 2.588099 0.212394 -0.167 -0.127 -0.307
C -11.808587 3.937188 0.355428 0.208 -0.079 0.464
C -11.123189 4.371038 1.486625 -0.060 -0.601 0.058
H -3.336856 0.935292 3.755798 -0.061 -0.214 0.161
H -4.363342 4.939104 3.857034 0.175 0.029 0.059
H -3.984583 5.337911 1.463398 0.176 0.040 0.105
H -8.038351 5.719845 2.092597 -0.089 0.084 0.123
H -6.809819 5.559187 4.184614 0.035 0.120 -0.007
H -8.384090 2.657029 2.850264 -0.019 -0.252 -0.096
H -8.145549 3.028900 4.535799 0.091 -0.024 0.163
H -10.044128 4.977186 3.759760 -0.039 0.185 0.095
H -10.439988 3.482634 4.562268 -0.084 -0.091 0.201
H -10.712888 1.409237 3.065109 0.001 -0.237 0.126
H -11.922587 0.609301 1.061662 -0.146 -0.175 -0.148
H -12.627366 2.243067 -0.661385 -0.063 -0.005 -0.153
H -12.106604 4.660920 -0.382993 -0.102 0.031 -0.260
H -10.867857 5.406601 1.633046 -0.033 0.268 -0.078
C 1.057988 1.386817 5.536679 -0.002 -0.032 0.007
C -0.216817 1.061891 5.351397 -0.040 0.144 -0.022
C -0.654205 -0.349851 5.269667 -0.002 -0.009 -0.083
O -1.822469 -0.624199 5.078873 -0.055 0.029 -0.100
C 0.380823 -1.398664 5.413512 -0.003 -0.043 0.084
C 1.656789 -1.079412 5.607492 -0.062 -0.022 0.033
C 2.097728 0.335974 5.682011 -0.004 -0.012 -0.052
O 3.263356 0.625979 5.845814 0.024 -0.002 -0.033
H 1.398595 2.413119 5.589184 0.025 -0.011 0.020
H -1.001873 1.800633 5.243507 0.028 0.029 -0.010
H 0.040021 -2.423234 5.342504 -0.019 0.006 -0.015
H 2.432936 -1.827337 5.706248 0.026 0.022 0.000
C 3.513072 0.469244 2.095291 0.022 0.012 -0.006
C 4.742833 0.719282 1.655689 -0.024 0.016 0.015
C 5.572156 -0.350769 1.045815 -0.001 -0.001 0.002
O 6.694035 -0.126924 0.644649 0.018 0.001 -0.015
C 4.977704 -1.706645 0.944667 -0.022 -0.005 -0.019
C 3.747879 -1.956351 1.384849 0.006 0.010 -0.008
C 2.919001 -0.887801 1.993975 0.019 0.009 -0.006
O 1.796893 -1.112638 2.397797 -0.025 0.024 0.047
H 2.890190 1.232520 2.544748 -0.021 -0.018 0.003
H 5.195997 1.700162 1.720062 0.027 -0.011 -0.005
H 5.599549 -2.471397 0.499240 0.019 -0.022 0.055
H 3.296852 -2.938554 1.322078 -0.018 0.006 0.009
C 8.823610 -3.363330 -2.317541 0.079 0.026 0.020
C 8.218702 -3.543217 -1.146554 -0.015 -0.022 -0.018
C 7.051285 -4.451108 -1.018763 0.056 -0.008 -0.011
O 6.496532 -4.615632 0.048777 -0.047 0.019 -0.027
C 6.583221 -5.150109 -2.242316 0.006 -0.006 -0.016
C 7.185589 -4.967295 -3.413841 -0.046 -0.035 -0.005
C 8.349663 -4.057544 -3.537320 -0.020 -0.030 -0.019
O 8.895941 -3.887682 -4.609878 -0.120 0.204 0.097
H 9.677465 -2.709508 -2.443934 -0.002 0.061 -0.020
H 8.541884 -3.043123 -0.242315 -0.029 0.005 0.009
H 5.732594 -5.808799 -2.122457 0.000 0.003 0.032
H 6.867462 -5.465828 -4.320536 0.049 -0.005 -0.013
C 10.909634 -5.620353 -6.173180 -0.004 0.092 0.002
C 12.131670 -5.378658 -6.642875 -0.053 -0.011 0.021
C 12.962285 -6.456660 -7.233252 0.016 0.000 -0.009
O 14.075430 -6.237119 -7.659491 0.004 0.003 0.001
C 12.377389 -7.821767 -7.282234 -0.029 -0.025 0.010
C 11.157679 -8.067782 -6.812861 0.025 -0.006 -0.020
C 10.328949 -6.986182 -6.222001 -0.019 -0.003 0.020
O 9.217300 -7.214125 -5.791776 0.006 -0.006 0.014
H 10.280838 -4.850732 -5.734879 0.139 -0.170 -0.127
H 12.577563 -4.392002 -6.618496 0.025 -0.010 -0.013
H 13.000148 -8.593037 -7.717351 0.026 0.022 -0.005
H 10.713115 -9.054714 -6.836548 -0.028 0.014 0.012
C 12.777492 0.267906 -4.497382 0.020 0.028 -0.004
C 13.226490 0.671047 -5.682596 -0.007 -0.010 0.039
C 12.494956 0.348242 -6.935031 -0.010 -0.007 -0.005
O 12.905096 0.714210 -8.013888 0.011 0.013 -0.018
C 11.243068 -0.441914 -6.812891 -0.006 -0.018 0.027
C 10.793324 -0.844668 -5.627485 -0.025 -0.009 -0.045
C 11.525424 -0.518855 -4.377929 -0.044 -0.045 -0.068
O 11.112800 -0.888273 -3.299087 0.018 -0.026 0.106
H 13.293735 0.490416 -3.572260 -0.021 -0.013 0.016
H 14.136137 1.246826 -5.795084 -0.001 0.000 -0.034
H 10.727517 -0.666856 -7.737848 0.021 0.015 -0.018
H 9.886276 -1.425945 -5.513208 0.020 -0.026 0.040
C -17.155328 3.632057 3.540739 -0.034 0.013 -0.014
C -17.888086 4.081425 2.525922 0.012 -0.011 0.042
C -17.319360 4.203489 1.159066 0.006 0.001 -0.013
O -17.987828 4.615271 0.235819 -0.016 0.007 -0.011
C -15.903159 3.803219 0.969845 0.025 -0.012 0.014
C -15.169120 3.353282 1.983557 0.044 -0.005 0.019
C -15.737395 3.231565 3.349996 -0.008 0.006 -0.016
O -15.072100 2.821083 4.275831 0.009 -0.004 0.021
H -17.548719 3.535694 4.544739 0.027 -0.012 0.011
H -18.922717 4.378184 2.641513 -0.004 0.009 -0.033
H -15.508284 3.899858 -0.033859 -0.018 0.011 -0.008
H -14.133569 3.058277 1.864000 0.005 0.002 0.039
```
Forces are in eV/Å.

Results
calculated total energy = -4133.2747 a.u.
frontier orbital gap = 6.97 eV
net charge = 0